Entry 1:
Here is a molecular structure, C29H29BrLuN10O3P from the Open Molecules 2025 dataset. Energies are from ωB97M-V with the def2-TZVPD basis set.

```
! RIJCOSX wB97M-V def2-TZVPD def2/J DEFGRID3
* xyz 2 1
Lu -0.92705 0.90838 0.15615
C -1.62565 1.72820 5.51369
N -2.00949 1.22501 4.19827
C -3.29727 1.18258 3.73437
C -3.23551 0.62647 2.49509
N -1.93451 0.32689 2.19042
C -1.20861 0.71137 3.23845
P 0.61003 0.53008 3.41708
C 0.84479 -0.85360 2.25611
N 0.34357 -0.95693 1.02993
C 0.84068 -2.11452 0.50385
C 1.65128 -2.71606 1.42351
N 1.64729 -1.91150 2.52590
C 2.39792 -2.14824 3.75815
C 1.15953 1.84134 2.25395
N 1.20307 1.73643 0.92633
C 1.84014 2.86254 0.47714
C 2.18580 3.64584 1.53675
N 1.75363 2.98958 2.65546
C 1.84780 3.49282 4.02124
H -2.01885 1.07938 6.29345
H -2.02737 2.72840 5.65570
H -0.54415 1.76275 5.59833
H -4.13059 1.55273 4.30766
H -4.04113 0.41165 1.81438
H 0.58282 -2.44092 -0.49021
H 2.21434 -3.63328 1.37553
H 2.82895 -3.14354 3.72023
H 1.74084 -2.08370 4.62135
H 3.20166 -1.42252 3.86296
H 2.03458 3.03328 -0.56950
H 2.69604 4.59403 1.57897
H 2.69005 4.17411 4.09630
H 2.00493 2.66829 4.71201
H 0.93910 4.02774 4.29347
Br -5.34814 3.18902 -5.77827
C -4.09401 4.45597 -5.10122
C -4.26093 4.96271 -3.82137
C -3.32405 5.85740 -3.32919
C -2.23948 6.24195 -4.11860
C -2.14628 5.79290 -5.42875
C -3.06285 4.87507 -5.91988
N -1.30384 7.21859 -3.66033
N -0.70305 7.13444 -2.58096
C -0.78609 5.98966 -1.73589
C -1.06333 6.19415 -0.40951
C -1.25915 5.12478 0.47563
C -1.18203 3.81532 0.05479
O -1.42412 2.78002 0.83923
C -0.76438 3.58834 -1.30195
N -0.55202 2.28826 -1.68643
C -0.08517 2.04551 -2.89659
C 0.27263 3.05918 -3.79023
C 0.06317 4.36286 -3.42859
C -0.52647 4.66556 -2.18353
H -5.11670 4.68179 -3.22240
H -3.44635 6.27870 -2.33976
H -1.35175 6.16174 -6.06656
H -2.97928 4.51630 -6.93664
H -1.18988 7.21269 -0.06055
H -1.50831 5.32015 1.51156
H 0.04725 1.00264 -3.16204
H 0.73365 2.80127 -4.73306
H 0.37276 5.16996 -4.08130
N -4.79747 -0.27215 -2.52531
C -3.50370 -1.02081 -2.54702
C -2.56250 -0.32359 -1.56265
O -3.08920 0.55558 -0.82023
O -1.35757 -0.63097 -1.52337
H -5.61737 -0.86863 -2.44532
H -4.91051 0.33921 -3.33475
H -4.70231 0.34399 -1.69065
H -3.07053 -1.05150 -3.54212
H -3.65066 -2.04417 -2.20763
*
```

- Energy relative to the best compared isomer or geometry (same formula, charge and spin): 37.4 kJ/mol
- HOMO-LUMO gap: 7.037 eV
- E_HOMO: -11.96 eV
- LUMO: -4.92 eV

Entry 2:
Here is a molecular structure, C42H47Cl3MnN4OP2 from the Open Molecules 2025 dataset. Energies are from ωB97M-V with the def2-TZVPD basis set.

```
! RIJCOSX wB97M-V def2-TZVPD def2/J DEFGRID3
* xyz 0 6
Mn 0.82770 0.41260 0.41901
C 4.88537 -0.40578 -0.65009
C 3.93738 -1.44280 -1.18966
C 3.81875 -2.58435 -0.20483
P 2.16564 -0.88943 -1.46411
C 1.36727 -2.04845 -2.64756
C 0.16697 -1.28325 -3.26122
C 2.23912 -2.64814 -3.76782
C 2.50845 0.59176 -2.46044
C 3.34709 0.51291 -3.53763
C 3.50081 1.55049 -4.42560
C 2.77964 2.72727 -4.16883
C 1.91143 2.80237 -3.10220
C 1.75641 1.73791 -2.17581
N 0.98175 1.93775 -1.02612
C -0.10748 2.79595 -1.01401
C -0.87945 2.91637 -2.17652
C -2.00968 3.72135 -2.17433
C -2.47415 4.41760 -1.11524
C -1.67730 4.33199 0.05972
C -0.56684 3.52183 0.12838
P 0.25729 3.08697 1.68268
C -0.77438 3.80247 2.98805
C -2.17694 3.22113 3.07388
C 0.01815 3.71150 4.37358
C 1.94753 4.06385 1.68693
C 3.06062 3.00683 1.49070
C 2.02057 5.23156 0.78462
H 5.70719 -0.92225 -0.08698
H 4.50785 0.34754 0.05074
H 5.30785 0.20530 -1.36924
H 4.30544 -1.81385 -2.20033
H 3.42006 -2.29124 0.76949
H 4.82891 -3.00168 -0.02994
H 3.09352 -3.33142 -0.67326
H 0.99691 -2.85365 -2.03353
H 0.48101 -0.44463 -3.86384
H -0.60063 -1.00071 -2.54723
H -0.23437 -1.95356 -4.06371
H 2.74167 -1.91619 -4.25380
H 1.60280 -3.24133 -4.38188
H 3.00907 -3.26736 -3.28447
H 4.02818 -0.30960 -3.66361
H 4.22967 1.59544 -5.22493
H 2.85157 3.54188 -4.84579
H 1.37504 3.69845 -2.88115
H -0.65919 2.30679 -3.04071
H -2.57331 3.74748 -3.12447
H -3.30489 5.04262 -1.27518
H -1.99902 4.87088 0.95774
H -0.85762 4.85006 2.68803
H -2.13035 2.24354 3.59224
H -2.70592 3.30007 2.15466
H -2.73048 3.87612 3.76608
H 0.16371 2.64968 4.68454
H -0.57994 4.21914 5.18403
H 0.95455 4.18978 4.35968
H 2.14673 4.51087 2.71064
H 3.05292 2.60655 0.45953
H 2.99544 2.16525 2.28930
H 4.06972 3.45878 1.64111
H 1.72900 4.88622 -0.24481
H 3.06638 5.59142 0.62376
H 1.32012 6.01327 1.04907
Cl 1.83923 -0.38616 7.75334
C 1.81711 -0.29967 6.00068
C 2.97804 -0.62807 5.24826
C 2.78192 -0.63494 3.89445
Cl 4.21033 -1.12122 2.98347
C 1.55675 -0.49189 3.24118
O 1.46481 -0.67384 1.97499
C 0.48472 -0.13654 4.02941
Cl -1.04756 -0.05741 3.22540
C 0.61485 -0.07576 5.40486
H 3.95175 -0.83439 5.72893
H -0.23862 -0.10648 6.01132
N -5.34955 -3.59014 -1.04775
C -6.04073 -4.77900 -1.18080
C -7.39971 -5.18747 -1.36071
C -7.71595 -6.49160 -1.18759
C -6.71231 -7.47451 -0.88613
C -5.37882 -7.14754 -0.76869
C -5.04162 -5.71846 -0.90881
N -3.83083 -5.11219 -0.60009
C -4.01833 -3.87671 -0.75098
C -3.09118 -2.72167 -0.36820
C -2.01693 -2.94408 0.46313
C -1.05378 -1.94796 0.69790
N -1.06325 -0.78205 -0.01536
C -2.17348 -0.55502 -0.79477
C -3.18962 -1.50368 -0.98069
H -5.84303 -2.72925 -1.10799
H -8.18404 -4.47841 -1.60777
H -8.73076 -6.77850 -1.35479
H -7.04979 -8.50937 -0.84957
H -4.60193 -7.84616 -0.51820
H -1.89296 -3.79487 1.10205
H -0.28261 -2.20194 1.42179
H -2.18991 0.37452 -1.31902
H -4.00353 -1.12749 -1.59060
*
```

- HOMO-LUMO gap (spin up / spin down): 6.390 / 6.395 eV
- E_HOMO (spin up / spin down): -6.85 / -6.93 eV
- LUMO (spin up / spin down): -0.46 / -0.54 eV

Entry 3:
Here is a single C4H3NO3 molecule from the Open Molecules 2025 dataset. Energies are from ωB97M-V with the def2-TZVPD basis set.

```
! RIJCOSX wB97M-V def2-TZVPD def2/J DEFGRID3
* xyz 0 1
C 0.48755 1.29989 0.66182
C 1.04378 0.65513 -0.52076
C 0.47201 -0.47256 -0.94991
C -1.23230 -0.48302 0.78372
H 1.97626 1.07477 -0.94922
H 0.87925 -1.08120 -1.71851
H -1.04449 -1.88945 -0.70146
N -0.65345 -1.03769 -0.36244
O 0.82317 2.31540 1.20267
O -2.18501 -0.96792 1.29504
O -0.56678 0.58666 1.25904
*
```

- Energy relative to the best compared isomer or geometry (same formula, charge and spin): 0.0 kJ/mol
- HOMO-LUMO gap: 10.255 eV
- E_HOMO: -10.00 eV
- SMILES string: O=c1cc[nH]c(=O)o1
- LUMO: 0.25 eV

Entry 4:
Here is a molecular structure, C10H4ClN2OPS from the Open Molecules 2025 dataset. Energies are from ωB97M-V with the def2-TZVPD basis set.

```
! RIJCOSX wB97M-V def2-TZVPD def2/J DEFGRID3
* xyz 0 1
C 3.70100 -0.30056 0.82853
C 2.56600 0.00055 0.56213
C 1.15703 0.34583 0.37921
C 0.84208 1.65952 0.66447
C -0.50066 2.16285 0.57583
N -0.98470 3.38001 0.83555
S -2.59724 3.28251 0.57582
N -2.74542 1.73325 0.13005
C -1.51927 1.19814 0.17885
C -1.18013 -0.18470 -0.11405
C -2.30584 -1.04949 -0.44408
C -3.20382 -1.84715 -0.49895
C 0.13553 -0.64703 -0.04231
P 0.69702 -2.38810 -0.36384
O 2.09660 -2.16523 -1.22859
Cl -0.54050 -3.31534 -1.75415
H 4.77238 -0.32504 0.94847
H 1.64055 2.34344 0.97356
H -4.04496 -2.51756 -0.43076
H 2.01434 -1.36588 -1.77575
*
```

- HOMO-LUMO gap: 7.444 eV
- E_HOMO: -8.85 eV
- LUMO: -1.40 eV